Record 1
Formula: CHClN2
Source: OMol25
Level of theory: ωB97M-V/def2-TZVPD

ORCA input file:
```
! wB97M-V def2-TZVPD RIJCOSX def2/J DEFGRID3
* xyz 0 1
C -0.131 0.972 -1.065
N 0.936 0.592 -1.161
N 0.123 -0.724 2.004
Cl 0.197 -1.871 0.994
H -1.125 1.031 -0.772
*
```

Energy above the lowest of the compared OMol25 structures with the same formula, charge and spin   62.2 kcal/mol
Frontier orbital gap (spin up / spin down)   8.6 / 8.7 eV

=====

Record 2
Formula: C31H69ClN3O12S
Source: OMol25
Level of theory: ωB97M-V/def2-TZVPD

ORCA input file:
```
! wB97M-V def2-TZVPD RIJCOSX def2/J DEFGRID3
* xyz 1 1
O 9.173 -1.775 2.898
C 9.825 -0.796 3.141
Cl 10.279 -0.291 4.749
C 10.318 0.105 2.005
N 9.219 0.384 1.045
C 8.444 1.637 1.316
C 7.838 1.700 2.707
C 6.682 2.735 2.698
C 5.312 2.085 2.973
C 4.201 2.783 2.192
C 2.828 2.686 2.884
C 2.274 1.267 2.777
S 1.086 1.121 1.387
C 0.210 -0.316 1.921
N 0.883 -1.318 2.318
N -0.070 -2.247 2.705
C -1.197 -1.755 2.508
O -1.098 -0.484 1.998
H 11.075 -0.478 1.479
H 10.817 0.993 2.379
H 8.626 -0.452 0.985
H 9.650 0.489 0.125
H 7.620 1.650 0.600
H 9.045 2.515 1.096
H 7.404 0.753 3.028
H 8.565 2.060 3.434
H 6.835 3.487 3.470
H 6.646 3.290 1.757
H 5.362 1.059 2.597
H 5.117 2.034 4.043
H 4.127 2.324 1.208
H 4.416 3.844 2.060
H 3.009 2.876 3.944
H 2.135 3.457 2.554
H 1.699 1.025 3.667
H 3.043 0.509 2.670
H -2.105 -2.287 2.754
C -7.472 -4.790 2.062
O -6.906 -4.283 0.864
C -6.470 -2.936 0.987
C -4.966 -2.856 1.121
O -4.522 -3.390 2.365
C -3.960 -4.688 2.222
H -7.629 -5.859 1.930
H -6.811 -4.632 2.918
H -8.440 -4.315 2.255
H -6.962 -2.440 1.828
H -6.769 -2.419 0.070
H -4.669 -1.802 1.103
H -4.475 -3.360 0.283
H -2.995 -4.624 1.708
H -4.622 -5.361 1.673
H -3.798 -5.097 3.218
C 4.181 4.165 -0.842
O 5.527 4.472 -0.496
C 6.464 4.014 -1.458
C 6.964 5.144 -2.332
O 5.937 5.632 -3.174
C 5.389 6.865 -2.731
H 3.530 4.680 -0.137
H 3.943 4.500 -1.853
H 4.008 3.088 -0.760
H 6.032 3.215 -2.068
H 7.315 3.595 -0.904
H 7.757 4.761 -2.983
H 7.386 5.948 -1.721
H 6.112 7.674 -2.872
H 5.091 6.818 -1.681
H 4.509 7.074 -3.337
C -6.322 0.879 1.398
O -7.697 0.543 1.435
C -8.413 1.251 2.439
C -9.230 2.377 1.845
O -8.398 3.408 1.333
C -8.295 3.384 -0.080
H -5.889 0.420 0.510
H -6.172 1.960 1.346
H -5.814 0.479 2.283
H -7.734 1.633 3.206
H -9.092 0.536 2.913
H -9.842 2.822 2.636
H -9.903 1.998 1.071
H -9.240 3.695 -0.536
H -8.021 2.392 -0.447
H -7.519 4.092 -0.369
C 3.194 -1.702 -2.809
O 3.672 -1.150 -4.025
C 3.936 0.240 -3.939
C 5.420 0.514 -3.836
O 5.945 0.060 -2.587
C 6.662 -1.154 -2.714
H 3.172 -2.785 -2.921
H 3.842 -1.446 -1.967
H 2.176 -1.352 -2.607
H 3.401 0.688 -3.096
H 3.561 0.697 -4.860
H 5.582 1.596 -3.878
H 5.957 0.060 -4.672
H 7.608 -0.987 -3.242
H 6.080 -1.913 -3.241
H 6.882 -1.520 -1.709
C -8.364 -4.957 -5.185
O -9.150 -3.947 -4.578
C -10.390 -4.434 -4.084
C -10.361 -4.598 -2.580
O -9.490 -5.646 -2.188
C -8.251 -5.171 -1.677
H -7.380 -4.537 -5.386
H -8.251 -5.825 -4.531
H -8.812 -5.270 -6.134
H -10.660 -5.377 -4.568
H -11.152 -3.691 -4.342
H -11.365 -4.871 -2.237
H -10.082 -3.658 -2.096
H -8.396 -4.705 -0.706
H -7.785 -4.458 -2.363
H -7.587 -6.026 -1.558
*
```

Frontier orbital gap   6.1 eV

=====

Record 3
Formula: C17H32F3NO12P
Source: OMol25
Level of theory: ωB97M-V/def2-TZVPD

ORCA input file:
```
! wB97M-V def2-TZVPD RIJCOSX def2/J DEFGRID3
* xyz -1 1
N 0.736 2.680 -1.166
C 2.075 3.243 -1.106
C 3.240 2.254 -1.367
C 2.966 0.821 -0.947
C 2.156 0.014 -1.983
C 2.300 0.334 -3.494
C 3.674 0.290 -4.049
F 4.095 1.398 -4.728
C 4.570 -0.685 -3.927
F 5.897 -0.454 -3.924
F 4.282 -1.992 -3.811
C 4.339 0.130 -0.813
P 4.675 -0.115 0.978
O 4.001 0.737 1.951
O 4.319 -1.670 1.299
O 6.289 0.064 1.188
H 0.681 1.965 -0.455
H 0.621 2.231 -2.061
H 2.134 4.051 -1.834
H 2.244 3.694 -0.134
H 4.057 2.600 -0.735
H 3.603 2.386 -2.406
H 1.098 0.172 -1.772
H 2.315 -1.042 -1.781
H 1.842 1.289 -3.722
H 1.700 -0.402 -4.038
H 4.323 -0.856 -1.273
H 5.147 0.761 -1.208
H 4.777 -2.214 0.652
H 6.699 -0.086 0.331
C -3.540 -0.356 -0.056
O -3.052 0.020 -1.343
C -3.899 0.704 -2.095
O -5.026 1.011 -1.802
O -3.289 0.996 -3.244
C -4.086 1.743 -4.158
H -2.737 -0.900 0.431
H -3.779 0.526 0.536
H -4.410 -1.005 -0.141
H -4.366 2.703 -3.728
H -4.977 1.185 -4.439
H -3.471 1.909 -5.038
C -2.199 3.684 3.430
O -3.048 3.317 4.527
C -3.757 2.215 4.318
O -3.739 1.544 3.323
O -4.496 1.978 5.404
C -5.310 0.810 5.308
H -1.683 4.590 3.731
H -1.469 2.903 3.230
H -2.788 3.882 2.538
H -4.695 -0.078 5.174
H -6.019 0.901 4.487
H -5.852 0.734 6.246
C -0.095 -2.724 2.626
O -0.662 -3.405 1.500
C -0.767 -4.717 1.642
O -0.441 -5.360 2.605
O -1.303 -5.214 0.525
C -1.472 -6.629 0.539
H -0.069 -1.671 2.366
H -0.714 -2.866 3.510
H 0.919 -3.070 2.812
H -2.144 -6.930 1.342
H -0.513 -7.131 0.648
H -1.912 -6.896 -0.417
*
```

Frontier orbital gap   4.3 eV

=====

Record 4
Formula: C5H7N
Source: OMol25
Level of theory: ωB97M-V/def2-TZVPD

ORCA input file:
```
! wB97M-V def2-TZVPD RIJCOSX def2/J DEFGRID3
* xyz 0 1
N -1.634 0.172 -3.078
C -0.934 0.056 -2.165
C -0.017 -0.019 -1.027
C 0.970 1.211 1.133
C 0.428 -0.154 1.405
C -0.651 -0.394 0.324
H 0.804 -0.701 -1.273
H 2.061 1.115 0.937
H 0.407 0.992 -0.911
H 1.139 -0.994 1.425
H -0.068 -0.093 2.385
H -1.518 0.244 0.513
H -0.988 -1.436 0.333
*
```

Energy above the lowest of the compared OMol25 structures with the same formula, charge and spin   103.2 kcal/mol
Frontier orbital gap (spin up / spin down)   8.4 / 8.4 eV

=====

Record 5
Formula: C17H51F4N22O21S5
Source: OMol25
Level of theory: ωB97M-V/def2-TZVPD

ORCA input file:
```
! wB97M-V def2-TZVPD RIJCOSX def2/J DEFGRID3
* xyz 0 2
C -0.566 1.408 3.440
C 0.857 1.250 2.865
N 0.930 0.595 1.529
C 1.024 1.283 0.338
C 0.889 0.378 -0.703
N 0.881 -0.862 -0.084
C 0.925 -0.768 1.300
C 0.559 -2.115 -0.814
H -1.145 2.169 2.915
H -0.520 1.685 4.493
H -1.118 0.473 3.529
H 1.440 0.671 3.581
H 1.337 2.228 2.886
H 1.195 2.345 0.247
H 0.720 0.395 -1.769
H 0.855 -1.597 1.989
H 1.483 -2.629 -1.078
H -0.094 -1.863 -1.649
H 0.010 -2.781 -0.149
N -0.914 -6.748 -2.169
S 0.026 -7.172 -3.181
O 1.474 -7.035 -2.986
O -0.492 -7.186 -4.550
F -0.221 -8.710 -2.745
S -0.478 -5.177 -2.380
O -0.700 -4.582 -3.678
O 0.785 -4.782 -1.654
F -1.562 -4.373 -1.476
N 1.447 6.600 1.903
S 0.778 5.363 2.270
O 0.607 5.012 3.644
O 0.613 4.327 1.242
F -0.651 6.072 2.143
S 2.921 5.984 2.517
O 3.426 4.725 2.025
O 3.108 6.202 3.954
F 3.904 7.121 1.862
C -0.262 3.332 -2.860
O -1.428 3.191 -3.039
N 0.351 3.753 -1.830
N 0.603 3.206 -3.777
H 1.337 3.538 -1.885
H -0.236 3.969 -1.038
H 1.530 3.512 -3.517
H 0.445 2.824 -4.698
C -2.900 -0.700 -1.358
O -3.205 -1.852 -1.463
N -2.054 -0.303 -0.474
N -3.150 0.217 -2.240
H -2.033 -0.892 0.346
H -2.232 0.660 -0.225
H -3.938 0.062 -2.852
H -2.821 1.134 -1.975
C -5.295 0.542 2.914
O -5.846 0.404 4.009
N -4.107 0.064 2.585
N -5.838 1.301 1.977
H -3.564 -0.319 3.345
H -3.695 0.324 1.700
H -6.797 1.590 2.109
H -5.438 1.271 1.050
C 4.213 1.452 2.413
O 4.064 1.891 3.564
N 4.221 2.190 1.366
N 4.536 0.249 2.183
H 4.606 1.847 0.498
H 3.980 3.124 1.668
H 4.464 -0.343 2.999
H 4.748 -0.113 1.264
C 4.229 -0.394 -1.550
O 5.010 0.260 -0.897
N 3.945 -1.624 -1.357
N 3.434 0.071 -2.485
H 3.476 -2.120 -2.102
H 4.519 -2.111 -0.684
H 2.687 -0.541 -2.781
H 3.355 1.040 -2.759
C 1.564 -4.555 1.911
O 0.641 -5.395 2.058
N 2.135 -4.225 0.781
N 2.063 -3.849 2.919
H 2.810 -3.489 0.933
H 1.825 -4.539 -0.127
H 2.828 -3.216 2.734
H 1.643 -3.952 3.832
C -2.104 -2.908 2.403
O -1.593 -1.843 2.420
N -2.670 -3.453 3.440
N -2.157 -3.732 1.340
H -3.070 -4.379 3.396
H -2.375 -3.071 4.327
H -2.745 -4.546 1.229
H -1.826 -3.303 0.488
C 2.301 -2.957 -4.650
O 2.119 -2.611 -3.499
N 1.396 -3.597 -5.372
N 3.473 -2.740 -5.307
H 0.555 -3.937 -4.928
H 1.605 -3.798 -6.339
H 3.389 -2.926 -6.297
H 4.186 -2.176 -4.868
C 0.067 -0.116 -5.016
O 0.917 0.297 -4.234
N -1.053 -0.569 -4.628
N 0.207 -0.071 -6.291
H -1.578 -1.013 -5.368
H -1.336 -0.571 -3.659
H 1.026 0.428 -6.609
H -0.474 -0.422 -6.949
C -3.996 3.897 3.244
C -3.212 4.260 4.579
O -3.463 5.594 4.901
S -4.290 6.369 3.607
O -3.576 7.559 3.176
O -5.692 6.492 4.004
O -4.026 5.066 2.571
H -5.001 3.487 3.351
H -3.545 3.041 2.742
H -2.123 4.263 4.610
H -3.493 3.597 5.397
*
```

Frontier orbital gap (spin up / spin down)   8.2 / 2.9 eV

=====

Record 6
Formula: C18H40N5PdSi2
Source: OMol25
Level of theory: ωB97M-V/def2-TZVPD

ORCA input file:
```
! wB97M-V def2-TZVPD RIJCOSX def2/J DEFGRID3
* xyz 3 1
Pd 1.498 0.164 0.020
N 1.509 0.457 2.061
C 1.217 1.916 2.180
C 2.232 2.662 1.337
N 2.396 2.010 -0.007
C 1.601 2.720 -1.055
C 1.572 1.908 -2.342
N 1.427 0.442 -2.034
C 3.853 1.996 -0.378
C 4.709 1.005 0.393
N 4.351 -0.386 0.078
H 2.431 0.248 2.441
H 0.845 -0.087 2.604
H 0.202 2.076 1.814
H 1.261 2.253 3.217
H 1.953 3.709 1.213
H 3.198 2.648 1.838
H 0.592 2.850 -0.662
H 2.020 3.715 -1.239
H 0.741 2.240 -2.963
H 2.472 2.053 -2.934
H 0.577 0.075 -2.453
H 2.184 -0.079 -2.470
H 3.934 1.777 -1.441
H 4.235 3.010 -0.232
H 5.750 1.237 0.154
H 4.615 1.157 1.470
H 4.770 -0.643 -0.813
H 4.802 -0.998 0.752
C -3.330 1.245 1.692
Si -2.637 -0.471 1.707
C -3.937 -1.820 1.650
C -1.478 -0.798 3.129
C -1.754 -0.862 0.017
C -0.773 -1.964 0.004
C -1.259 -3.267 -0.081
C -0.357 -4.317 -0.109
C 1.004 -4.045 -0.052
C 1.408 -2.732 0.010
N 0.544 -1.692 0.031
Si -2.404 -0.246 -1.715
C -4.157 -0.890 -1.639
C -1.435 -1.062 -3.089
C -2.310 1.609 -1.752
H -3.712 1.466 2.693
H -4.168 1.347 1.000
H -2.587 2.007 1.456
H -4.503 -1.638 2.572
H -3.535 -2.829 1.719
H -4.633 -1.747 0.817
H -2.093 -1.086 3.986
H -0.942 0.103 3.435
H -0.789 -1.628 2.956
H -2.322 -3.451 -0.135
H -0.716 -5.336 -0.173
H 1.739 -4.836 -0.067
H 2.455 -2.463 0.037
H -4.243 -1.961 -1.460
H -4.553 -0.698 -2.643
H -4.774 -0.345 -0.925
H -0.745 -1.844 -2.766
H -0.900 -0.341 -3.713
H -2.148 -1.545 -3.763
H -2.901 2.085 -0.973
H -2.714 1.933 -2.715
H -1.285 1.982 -1.690
*
```

Energy above the lowest of the compared OMol25 structures with the same formula, charge and spin   0.0 kcal/mol
Frontier orbital gap   6.4 eV

=====

Record 7
Formula: C4H11N2
Source: OMol25
Level of theory: ωB97M-V/def2-TZVPD

ORCA input file:
```
! wB97M-V def2-TZVPD RIJCOSX def2/J DEFGRID3
* xyz 1 1
C 0.895 0.584 0.019
C -0.517 -0.006 0.309
C 1.844 -0.166 -0.843
C -1.325 0.264 1.518
N -0.798 -1.416 -0.554
N -0.280 1.029 -0.750
H 1.269 1.100 0.900
H 1.925 -1.260 -0.521
H 2.824 0.299 -0.699
H 1.641 0.008 -1.895
H -2.395 0.155 1.253
H -1.198 1.260 1.817
H -1.000 -0.475 2.275
H -0.093 -1.998 -0.217
H -1.795 -1.758 -0.458
H -0.877 1.821 -0.520
H -0.119 0.560 -1.632
*
```

SMILES string   C[C@H]1[NH2+][C@@]1(C)N
Energy above the lowest of the compared OMol25 structures with the same formula, charge and spin   70.2 kcal/mol
Frontier orbital gap   11.5 eV

=====

Record 8
Formula: C5H4N3
Source: OMol25
Level of theory: ωB97M-V/def2-TZVPD

ORCA input file:
```
! wB97M-V def2-TZVPD RIJCOSX def2/J DEFGRID3
* xyz 1 1
C -3.339 0.460 0.317
C 2.071 -0.391 0.315
C 1.972 1.076 -0.203
C -0.133 -1.119 -0.222
C -1.102 -0.368 0.265
N 1.132 -1.175 0.236
N 0.920 1.724 -0.165
N -2.290 -0.081 0.113
H -4.311 0.608 -0.015
H 2.927 -0.525 0.960
H 2.716 1.608 -0.629
H -0.564 -1.816 -0.974
*
```

Energy above the lowest of the compared OMol25 structures with the same formula, charge and spin   91.8 kcal/mol
Frontier orbital gap (spin up / spin down)   6.3 / 8.6 eV

=====

Record 9
Formula: C15H17BrIrN2O6Si
Source: OMol25
Level of theory: ωB97M-V/def2-TZVPD

ORCA input file:
```
! wB97M-V def2-TZVPD RIJCOSX def2/J DEFGRID3
* xyz 1 5
Ir -0.829 0.610 -0.164
O -3.022 -3.257 -0.153
C -2.488 -2.070 0.017
O -2.290 -1.279 -0.889
C -2.179 -1.727 1.430
C -2.379 -2.539 2.529
C -2.162 -1.999 3.795
C -1.809 -0.665 3.922
C -1.605 0.068 2.763
N -1.756 -0.469 1.568
C -1.336 1.582 2.721
O -1.257 2.186 3.765
O -1.258 2.027 1.517
H -3.267 -3.405 -1.079
H -2.708 -3.559 2.394
H -2.309 -2.607 4.677
H -1.693 -0.178 4.880
O 2.644 5.886 0.223
C 2.095 4.676 0.243
C 2.245 3.775 1.300
C 1.677 2.525 1.201
N 0.950 2.151 0.149
C 0.772 3.041 -0.813
Br -0.443 2.414 -2.146
C 1.322 4.292 -0.858
H 3.144 6.073 1.027
H 2.802 4.058 2.183
H 1.808 1.793 1.986
H 1.159 4.968 -1.684
C 0.761 -3.522 -1.718
Si 0.860 -1.655 -2.155
C 2.654 -1.440 -2.772
C -0.286 -1.331 -3.624
O 0.552 -0.788 -0.840
H 1.457 -4.074 -2.345
H -0.250 -3.884 -1.915
H 1.006 -3.690 -0.670
H 2.880 -2.232 -3.485
H 3.355 -1.492 -1.940
H 2.762 -0.476 -3.272
H -0.049 -1.992 -4.457
H -0.203 -0.300 -3.976
H -1.326 -1.497 -3.337
*
```

Energy above the lowest of the compared OMol25 structures with the same formula, charge and spin   11.6 kcal/mol
Frontier orbital gap (spin up / spin down)   8.1 / 6.4 eV

=====

Record 10
Formula: C4H10O
Source: OMol25
Level of theory: ωB97M-V/def2-TZVPD

ORCA input file:
```
! wB97M-V def2-TZVPD RIJCOSX def2/J DEFGRID3
* xyz 0 1
C 0.789 -0.352 0.508
C 0.589 -0.079 -0.775
C 0.635 1.315 -1.353
C 0.271 -1.639 1.108
H 1.383 0.319 1.117
H 0.326 -0.866 -1.481
H 0.789 1.311 -2.433
H -0.310 1.850 -1.234
H 1.420 1.860 -0.834
H -0.759 -1.818 0.804
H 0.286 -1.689 2.193
H 0.878 -2.455 0.725
H -2.742 0.318 0.626
H -1.355 0.817 0.328
O -2.201 1.105 0.702
*
```

SMILES string   C/C=C/C.O
Energy above the lowest of the compared OMol25 structures with the same formula, charge and spin   24.9 kcal/mol
Frontier orbital gap   10.3 eV

=====

Record 11
Formula: C5H11NO
Source: OMol25
Level of theory: ωB97M-V/def2-TZVPD

ORCA input file:
```
! wB97M-V def2-TZVPD RIJCOSX def2/J DEFGRID3
* xyz 0 1
C 0.973 0.952 -2.126
C 0.949 -1.318 -2.575
N 1.650 -0.276 -2.505
H 1.564 1.434 -1.355
H -0.051 0.810 -1.763
H 0.930 1.577 -3.019
H 1.413 -2.253 -2.869
H -0.119 -1.338 -2.334
C -1.471 -1.134 2.360
C -0.442 -0.346 1.605
C -0.423 0.978 1.618
O 0.480 1.684 0.869
H -0.981 -1.814 3.060
H -2.133 -0.488 2.933
H -2.074 -1.740 1.682
H 0.314 -0.886 1.047
H -1.121 1.560 2.209
H 0.542 2.598 1.162
*
```

SMILES string   C/C=C/O.C=NC
Energy above the lowest of the compared OMol25 structures with the same formula, charge and spin   58.1 kcal/mol
Frontier orbital gap   9.5 eV